1.
Formula: C22H44BF8NO8S
Source: the OMol25 dataset
Level of theory: ωB97M-V/def2-TZVPD

Geometry as XYZ:
```
85
Properties=species:S:1:pos:R:3:forces:R:3:lowdin_charge:R:1
C 2.693644 3.102898 1.672452 0.030 0.076 -0.016 -0.1059
C 1.775784 4.323570 1.537529 0.184 -0.060 -0.227 -0.2577
C 0.771336 4.184840 0.396619 -0.083 0.081 0.083 -0.1992
C -0.213589 3.043776 0.628270 0.429 -0.442 -0.740 -0.1878
N -1.471066 3.250487 -0.104206 -0.768 0.727 1.028 0.1073
B -2.552887 2.387210 -0.079690 0.725 -0.579 0.109 -0.4674
C -2.395991 0.831635 -0.220786 -0.593 -0.012 0.096 -0.0609
C -3.019179 -0.092504 0.825012 0.555 -0.407 -0.143 -0.3757
C -2.138068 -0.286353 2.058106 -0.086 0.297 0.280 -0.0182
F -4.273512 0.372738 1.208211 -0.079 0.084 -0.005 -0.0236
S -4.253218 3.283530 -0.115242 0.180 0.052 -0.641 0.8139
O -5.290756 2.390569 -0.541344 -0.181 -0.012 -0.044 -0.2877
O -4.025922 4.533055 -0.808123 0.047 0.132 0.100 -0.3098
C -4.822988 3.866464 1.624248 0.178 -0.087 0.006 -0.4611
F -5.984111 3.253289 1.837943 -0.118 -0.123 0.152 0.1373
F -5.040260 5.188317 1.564919 -0.116 0.159 -0.093 0.1251
C -3.904223 3.613341 2.844951 -0.040 0.361 -0.190 -0.3725
F -4.656753 3.654554 3.945448 -0.199 -0.114 0.400 0.1772
F -3.351777 2.396669 2.752103 0.216 -0.203 -0.133 0.1525
C -2.768640 4.671541 3.033827 0.105 0.066 -0.065 -0.5249
F -3.171486 5.671255 3.808569 0.040 -0.118 -0.168 0.1969
F -1.707489 4.090225 3.599910 -0.069 0.068 0.060 0.1742
F -2.376932 5.174118 1.853886 -0.015 -0.008 0.148 0.1677
H 2.904849 2.676364 0.687564 -0.010 -0.031 0.061 0.0741
H 3.654415 3.382224 2.107336 -0.067 -0.042 0.092 0.0680
H 2.258828 2.324113 2.301841 -0.018 -0.026 -0.100 0.0698
H 1.240264 4.504674 2.474708 0.072 0.064 -0.030 0.1039
H 2.392737 5.201441 1.330884 -0.072 0.027 0.100 0.1051
H 0.221606 5.125323 0.278208 -0.020 -0.046 0.091 0.1123
H 1.311647 4.025390 -0.541720 -0.077 0.004 0.002 0.1172
H 0.225563 2.110722 0.264089 0.010 -0.003 0.162 0.1248
H -0.399883 2.913311 1.698887 -0.113 0.141 -0.052 0.1127
H -1.742145 4.229787 -0.111358 0.172 -0.008 -0.185 0.0986
H -1.336106 0.581446 -0.308514 -0.037 0.008 -0.075 0.1136
H -2.854791 0.603847 -1.195041 0.029 0.031 0.030 0.1183
H -3.181848 -1.067261 0.359104 -0.195 0.026 0.048 0.1382
H -2.725559 -0.110054 2.960586 -0.072 -0.118 -0.070 0.0817
H -1.735710 -1.297317 2.114757 0.096 0.071 -0.071 0.0732
H -1.312616 0.429196 2.086544 0.026 -0.097 -0.056 0.0745
C 3.160314 -1.611251 -3.007644 0.057 0.055 0.081 -0.1172
O 2.548988 -0.461831 -3.541361 -0.177 -0.059 -0.032 -0.1960
C 2.821134 -0.200840 -4.905049 0.096 0.035 0.021 -0.1983
C 1.572742 0.209793 -5.655662 -0.001 0.110 -0.036 -0.1828
O 0.603729 -0.809121 -5.832635 -0.003 -0.037 -0.078 -0.1152
C -0.136670 -1.262598 -4.713641 -0.002 -0.102 0.054 -0.1831
C -1.137248 -0.278368 -4.149314 -0.070 0.010 0.099 -0.1983
O -0.488525 0.812271 -3.526732 0.180 0.042 -0.134 -0.2013
C -1.099718 2.070395 -3.707806 -0.079 -0.079 0.212 -0.0933
H 4.177758 -1.400435 -2.659202 0.029 -0.049 -0.046 0.0878
H 2.560921 -1.933253 -2.154845 0.030 0.022 0.028 0.0784
H 3.194871 -2.429121 -3.735032 -0.002 0.006 -0.008 0.0888
H 3.271355 -1.077047 -5.384776 -0.054 -0.034 0.013 0.1236
H 3.536237 0.629384 -4.978093 0.058 -0.049 -0.053 0.1267
H 1.885637 0.469423 -6.670006 -0.010 0.022 0.005 0.1292
H 1.139184 1.103393 -5.203087 -0.006 -0.067 0.092 0.1160
H 0.517332 -1.626814 -3.918705 0.022 0.105 0.016 0.1146
H -0.709303 -2.114310 -5.088995 0.020 -0.012 0.008 0.1296
H -1.741170 -0.819512 -3.406563 -0.094 0.021 -0.057 0.1231
H -1.807874 0.072031 -4.941729 0.047 0.011 -0.035 0.1266
H -1.545583 2.173105 -4.701579 0.011 -0.033 -0.012 0.0922
H -0.329278 2.831977 -3.589025 -0.008 0.006 0.046 0.0911
H -1.871455 2.236319 -2.948749 -0.080 0.096 -0.097 0.0717
C 3.537009 -5.243957 -0.229544 0.016 0.013 0.038 -0.1092
O 3.393734 -4.944826 1.138854 -0.159 0.001 0.030 -0.1914
C 3.533453 -3.581605 1.484529 0.104 -0.010 -0.009 -0.1972
C 2.439831 -3.117950 2.423568 0.049 0.105 0.064 -0.1810
O 1.144283 -3.032921 1.852198 -0.068 0.046 -0.005 -0.1269
C 0.466014 -4.231533 1.511840 -0.013 0.008 -0.058 -0.1833
C 0.035956 -5.093626 2.678629 -0.084 -0.176 0.015 -0.2016
O 1.128450 -5.707787 3.330553 0.152 0.205 -0.033 -0.1938
C 1.055304 -5.719838 4.737064 -0.040 -0.095 0.004 -0.1127
H 4.587666 -5.367747 -0.512954 0.006 0.046 -0.016 0.0883
H 3.010871 -6.180494 -0.412774 0.054 -0.025 -0.017 0.0898
H 3.088838 -4.463755 -0.855259 0.006 -0.022 -0.032 0.0774
H 3.533271 -2.950478 0.587944 -0.042 -0.024 -0.014 0.1180
H 4.493421 -3.437640 1.997575 0.018 0.070 -0.047 0.1276
H 2.681808 -2.087851 2.698573 0.002 -0.014 0.034 0.1277
H 2.440647 -3.712475 3.338932 -0.018 -0.114 -0.090 0.1163
H 1.031976 -4.813249 0.782141 0.041 -0.076 0.110 0.1138
H -0.456673 -3.899796 1.027844 0.036 0.022 -0.054 0.1244
H -0.625453 -5.874637 2.278944 -0.098 0.060 0.045 0.1286
H -0.543526 -4.485803 3.383306 0.034 0.026 0.005 0.1230
H 0.654307 -4.777946 5.126890 0.017 0.007 0.003 0.0865
H 2.067823 -5.851483 5.116963 -0.005 -0.040 -0.007 0.0884
H 0.434443 -6.544622 5.103927 -0.039 0.029 0.005 0.0876
```
Positions in Å, forces in eV/Å.

Largest force on an atom in eV/A: 1.47
Structure (SMILES): CCCCNB(C[C@@H](C)F)S(=O)(=O)C(F)(F)C(F)(F)C(F)(F)F.COCCOCCOC.COCCOCCOC
ΔE to the lowest compared entry with this formula, charge and spin in kcal per mole: 0.00
Total charge: 0
Orbital gap in eV: 9.4
Calculated total energy in eV: -74646.01647

=====

2.
Formula: C7H18AlBeBr2ClCsF6NO9PS2
Source: the OMol25 dataset
Level of theory: ωB97M-V/def2-TZVPD

Geometry as XYZ:
```
50
Properties=species:S:1:pos:R:3:forces:R:3:lowdin_charge:R:1
S -4.543570 1.212526 -0.595078 -0.213 1.170 -1.168 0.4373
P -6.356395 2.395817 -0.704781 -2.137 -2.295 3.562 0.3156
Br -8.051183 0.854255 -0.700958 1.622 0.777 -0.740 0.5305
H -3.538225 2.161690 -0.809995 -0.935 -0.452 0.449 -0.1188
H -6.337242 3.149204 -1.948078 -1.941 -0.086 1.805 -0.3418
H -6.383669 3.250895 0.457129 -0.387 0.296 -0.528 0.0096
C -1.734538 -1.534334 0.534991 0.394 -0.247 -1.739 -0.5930
F -2.943581 -1.581041 1.175489 0.059 0.072 -0.402 -0.1828
F -1.811351 -2.442583 -0.467311 0.151 0.660 1.116 0.1318
F -1.683064 -0.317341 -0.070903 -0.018 -0.533 0.649 0.0801
S -0.301051 -1.836356 1.682390 2.095 0.096 1.441 0.4915
O -0.524938 -3.167253 2.233919 -0.676 0.765 -0.613 -0.2300
O -0.383448 -0.775005 2.683871 -0.625 -0.643 -1.124 -0.2632
O 0.888765 -1.749663 0.844090 -1.397 0.016 0.062 -0.2583
O -9.212782 5.649760 1.575835 -1.100 -2.351 -0.048 -0.3741
Cl -8.753555 4.544510 2.354416 -7.447 2.763 -0.032 0.7055
O -9.697879 3.457500 2.275579 -0.216 1.726 2.010 -0.3124
O -8.625773 4.956223 3.735358 0.444 -1.720 -0.433 -0.3357
O -7.433502 4.137090 1.891507 5.128 -0.225 3.087 -0.4486
Al -5.171482 3.250852 -3.016475 2.744 0.312 -2.930 0.9636
F -7.451533 6.812730 1.622975 4.173 -1.637 0.800 -1.0637
F -6.814163 5.265044 4.934254 1.811 -3.464 -0.757 -0.4695
Be -6.990451 3.437930 3.691385 -1.712 6.199 0.021 1.0023
Br -3.960438 -1.717713 3.251269 0.015 -0.127 0.530 0.4953
C 8.219676 -2.755731 -1.951947 -0.109 0.103 -0.313 -0.1042
O 6.990191 -3.158445 -2.540408 0.152 -0.215 0.477 -0.1939
C 6.271063 -4.123887 -1.768065 -0.393 0.126 -0.385 -0.1971
C 5.043101 -3.496629 -1.102148 0.743 -0.311 0.378 -0.1783
N 5.419464 -2.587017 -0.015877 -0.741 0.695 -1.048 0.0098
C 4.334518 -1.729786 0.454115 0.533 -0.456 0.669 -0.1594
C 3.654119 -0.786828 -0.558910 -0.196 0.739 -0.133 -0.1968
O 4.481388 0.278047 -1.013794 -0.319 -0.629 -0.067 -0.1501
C 5.390213 -0.076276 -2.042507 0.001 0.415 0.109 -0.0807
H 8.793571 -2.215906 -2.708213 -0.129 -0.087 0.026 0.0942
H 8.047289 -2.075231 -1.114403 0.164 -0.029 0.175 0.0702
H 8.805496 -3.615879 -1.618622 -0.023 0.030 0.054 0.0914
H 6.914927 -4.632803 -1.043281 -0.002 0.197 0.035 0.1249
H 5.921321 -4.879775 -2.477954 -0.018 0.023 0.090 0.1247
H 4.408562 -4.289946 -0.695473 -0.038 0.072 -0.004 0.1321
H 4.480485 -2.974378 -1.881523 -0.108 -0.003 -0.080 0.1075
H 6.171381 -1.983740 -0.340115 0.146 -0.284 0.243 0.0778
H 4.751916 -1.112073 1.254686 -0.100 0.067 -0.098 0.1312
H 3.568503 -2.361928 0.917596 -0.125 0.093 -0.231 0.1200
H 2.820111 -0.307751 -0.040047 0.185 -0.094 0.084 0.1134
H 3.208623 -1.322446 -1.406056 0.250 -0.134 -0.010 0.1204
H 4.983045 -0.823475 -2.724914 -0.002 -0.113 0.068 0.0920
H 6.326784 -0.424979 -1.606082 0.142 -0.211 -0.099 0.0742
H 5.626787 0.823523 -2.613609 -0.102 0.005 0.096 0.0970
F -8.414325 2.597323 1.009727 2.009 -4.186 -4.148 -0.6905
Cs -8.403145 8.621291 0.996948 -1.753 3.116 -0.907 1.1990
```
Positions in Å, forces in eV/Å.

Largest force on an atom in eV/A: 7.94
Total charge: +1
Orbital gap in eV: 1.7
Calculated total energy in eV: -234851.68342

=====

3.
Formula: C3H5N3O
Source: the OMol25 dataset
Level of theory: ωB97M-V/def2-TZVPD

Geometry as XYZ:
```
12
Properties=species:S:1:pos:R:3:forces:R:3:nbo_charge:R:1
N -1.952194 -0.436113 -0.023328 -0.032 -0.232 0.023 -0.8362
C -0.566258 -0.742755 -0.014346 0.176 -0.085 -0.001 0.0287
N -0.087644 -2.029020 -0.094700 0.023 0.139 0.028 0.0444
O 1.151072 -2.142732 -0.065682 -0.295 -0.203 0.031 -0.4346
C 0.431466 0.194557 -0.031806 0.295 -0.176 -0.101 0.1574
C 1.711550 0.474840 -0.116649 -0.140 0.180 0.172 -0.1466
N 0.656018 1.645141 -0.032471 -0.262 0.358 -0.019 -0.5912
H -2.408877 -0.887145 -0.810196 0.035 0.106 0.042 0.3702
H -2.404761 -0.793030 0.813180 0.054 0.096 -0.090 0.3670
H 2.630895 0.405361 0.440078 -0.106 0.134 -0.134 0.2425
H 0.392906 2.145698 0.815803 0.140 -0.192 -0.089 0.3966
H 0.445828 2.165200 -0.879882 0.112 -0.126 0.139 0.4017
```
Positions in Å, forces in eV/Å.

Largest force on an atom in eV/A: 0.44
Structure (SMILES): N/C(=N/[O-])C1=C[NH2+]1
ΔE to the lowest compared entry with this formula, charge and spin in kcal per mole: 154.99
Total charge: 0
Orbital gap (spin up / spin down) in eV: 8.1 / 8.1
Calculated total energy in eV: -9703.86272

=====

The highest calculated total energy belongs to which entry?
C3H5N3O